1.
A cluster of 3 separate species, C4H10O3 in total in a non-equilibrium geometry. Source: the OMol25 dataset; level of theory: wB97M-V/def2-TZVPD.

Each line ends with the natural charge from an NBO analysis.
Cartesian coordinates (Å):
C1 1.23 -0.98 1.24  -0.338
C2 0.45 0.08 0.85  -0.228
C3 -1.07 0.02 0.87  0.312
C4 -1.72 0.89 1.65  -0.552
O1 -1.33 -0.92 0.01  -0.683
H1 0.90 -1.94 1.46  0.190
H2 2.23 -0.84 1.42  0.200
H3 0.82 1.16 0.75  0.192
H4 -2.77 0.64 1.87  0.193
H5 -1.31 1.68 2.14  0.216
H6 -2.24 -1.29 -0.04  0.490
O2 -0.35 0.47 -2.61  -0.948
H7 -0.43 -0.19 -1.97  0.479
H8 -1.09 1.04 -2.54  0.469
O3 2.46 0.26 -0.92  -0.925
H9 1.90 1.09 -0.85  0.468
H10 2.38 0.07 -1.79  0.463

Values from the calculation:
**Energy**: -384.0182 Eh
**Charge**: 0
**HOMO energy**: -8.5 eV
**SMILES**: C=CC(=C)O.O.O
**Gap between HOMO and LUMO**: 8.98 eV
**Relative energy (zero: lowest compared OMol25 entry of this formula, charge and spin)**: 82.49 kcal/mol

---

2.
A structure of composition C6H10O. Source: the OMol25 dataset; level of theory: wB97M-V/def2-TZVPD.

Each line ends with the natural charge from an NBO analysis.
Cartesian coordinates (Å):
C1 -1.00 -1.80 0.49  -0.695
C2 -0.23 -0.86 -0.35  0.488
C3 0.86 0.78 1.08  -0.697
C4 -0.25 1.50 0.30  -0.421
C5 -0.34 0.54 -0.87  -0.332
C6 1.06 0.17 -1.40  -0.159
O1 0.75 -1.21 -1.14  -0.398
H1 -0.34 -2.59 0.86  0.244
H2 -1.42 -1.26 1.35  0.241
H3 -1.82 -2.25 -0.06  0.235
H4 0.49 0.22 1.94  0.193
H5 1.66 1.44 1.44  0.211
H6 0.02 2.51 -0.02  0.209
H7 -1.20 1.58 0.85  0.207
H8 -1.09 0.67 -1.67  0.238
H9 1.53 0.40 -0.12  0.247
H10 1.41 0.34 -2.42  0.190

Values from the calculation:
**Energy**: -309.6644 Eh
**Charge**: 0
**HOMO energy**: -7.2 eV
**Gap between HOMO and LUMO**: 7.95 eV
**Relative energy (zero: lowest compared OMol25 entry of this formula, charge and spin)**: 111.70 kcal/mol

---

3.
A structure of composition CH6Ba2O6 in a non-equilibrium geometry. Source: the OMol25 dataset; level of theory: wB97M-V/def2-TZVPD.

Each line ends with the Löwdin charge.
Cartesian coordinates (Å):
Ba1 0.27 -3.80 0.31  1.969
Ba2 2.11 -0.71 -2.71  1.972
C1 -0.22 -0.45 -0.52  -1.189
O1 -1.31 -0.60 0.04  0.023
O2 -0.01 0.21 -1.49  -0.224
O3 0.74 -1.19 -0.25  -0.417
O4 2.32 1.51 -0.12  -0.055
H1 2.10 2.41 -0.36  0.057
H2 1.49 1.04 -0.17  -0.029
O5 -1.20 -2.46 2.46  -0.146
H3 -1.32 -1.70 1.89  -0.006
H4 -1.02 -2.09 3.32  0.070
O6 -1.71 2.63 -0.75  -0.036
H5 -1.21 1.96 -1.23  -0.017
H6 -1.05 3.24 -0.43  0.027

Values from the calculation:
**Energy**: -543.6409 Eh
**Charge**: +2
**HOMO energy**: -14.8 eV
**Gap between HOMO and LUMO**: 6.19 eV

---

4.
A structure of composition C25H25Cl2INO6SSiW in a non-equilibrium geometry. Source: the OMol25 dataset; level of theory: wB97M-V/def2-TZVPD.

Each line ends with the natural charge from an NBO analysis.
Cartesian coordinates (Å):
W1 -0.12 -0.31 1.16  2.228
O1 -0.43 3.18 1.54  -0.851
Cl1 0.41 2.20 2.31  1.295
O2 1.87 2.31 2.00  -0.836
O3 -0.04 -0.65 2.81  -0.598
O4 1.30 0.41 0.17  -1.027
Cl2 -0.32 -7.17 -0.08  0.057
C1 -0.68 -5.49 0.05  -0.037
C2 -1.95 -5.05 -0.18  -0.226
C3 -2.27 -3.67 -0.10  -0.175
I1 -4.19 -3.02 -0.49  0.232
C4 -1.30 -2.77 0.22  0.232
O5 -1.47 -1.43 0.29  -0.705
C5 0.00 -3.23 0.49  0.121
N1 0.89 -2.25 0.85  -0.496
C6 2.14 -2.60 1.11  0.140
C7 2.58 -3.92 1.01  -0.248
C8 1.70 -4.91 0.66  -0.079
C9 0.36 -4.58 0.39  -0.038
H1 -2.72 -5.76 -0.43  0.256
H2 2.81 -1.81 1.42  0.234
H3 3.62 -4.13 1.23  0.251
H4 2.02 -5.94 0.59  0.250
C10 3.25 2.27 -0.88  -1.155
Si1 2.99 0.66 -0.02  1.913
C11 3.90 0.51 1.60  -1.159
C12 3.44 -0.78 -1.14  -0.459
C13 2.51 -1.42 -1.96  -0.231
C14 2.86 -2.50 -2.76  -0.221
C15 4.17 -2.95 -2.77  -0.187
C16 5.12 -2.32 -1.98  -0.211
C17 4.76 -1.25 -1.18  -0.223
H5 4.31 2.36 -1.13  0.254
H6 2.97 3.11 -0.25  0.271
H7 2.70 2.32 -1.82  0.247
H8 4.77 -0.15 1.50  0.237
H9 3.28 0.13 2.42  0.248
H10 4.25 1.49 1.91  0.276
H11 1.48 -1.07 -1.98  0.200
H12 2.12 -2.97 -3.39  0.219
H13 4.45 -3.79 -3.39  0.223
H14 6.15 -2.67 -1.99  0.225
H15 5.52 -0.77 -0.57  0.213
C18 -6.16 5.75 1.21  -0.638
C19 -5.04 4.83 0.82  0.037
C20 -4.01 5.27 -0.01  -0.203
C21 -2.97 4.42 -0.36  -0.170
C22 -2.99 3.12 0.11  -0.297
C23 -3.99 2.65 0.94  -0.130
C24 -5.01 3.52 1.29  -0.215
S1 -1.67 2.08 -0.41  1.319
C25 -2.51 1.11 -1.67  -0.807
O6 -1.59 1.00 0.73  -0.921
H16 -6.00 6.76 0.83  0.226
H17 -6.24 5.81 2.30  0.234
H18 -7.11 5.38 0.83  0.234
H19 -4.01 6.29 -0.37  0.229
H20 -2.15 4.78 -0.98  0.234
H21 -3.97 1.64 1.32  0.227
H22 -5.79 3.17 1.95  0.226
H23 -3.38 0.63 -1.24  0.255
H24 -1.80 0.38 -2.05  0.244
H25 -2.79 1.80 -2.46  0.256

Values from the calculation:
**Energy**: -3446.4983 Eh
**Charge**: +1
**HOMO energy (alpha / beta)**: -10.9 / -10.9 eV
**Gap between HOMO and LUMO (alpha / beta)**: 6.55 / 6.55 eV

---

5.
A cluster of 2 separate species, C5H8N2 in total in a non-equilibrium geometry. Source: the OMol25 dataset; level of theory: wB97M-V/def2-TZVPD.

Each line ends with the natural charge from an NBO analysis.
Cartesian coordinates (Å):
C1 0.04 -1.29 1.51  -0.621
C2 0.93 -0.14 1.10  -0.116
C3 1.31 0.18 -0.30  -0.274
C4 0.54 -0.40 -1.39  0.264
N1 -0.23 -0.62 -2.24  -0.295
N2 0.46 1.07 0.50  -0.150
C5 -1.61 1.35 -1.38  -0.467
H1 -0.65 -1.58 0.72  0.230
H2 0.65 -2.17 1.78  0.226
H3 -0.55 -1.02 2.40  0.227
H4 1.76 0.03 1.80  0.226
H5 2.32 0.48 -0.57  0.252
H6 -0.64 1.44 -0.93  0.169
H7 -2.11 2.22 -1.80  0.163
H8 -2.22 0.47 -1.20  0.166

Values from the calculation:
**Energy**: -304.6146 Eh
**Charge**: 0
**HOMO energy (alpha / beta)**: -10.5 / -8.0 eV
**Gap between HOMO and LUMO (alpha / beta)**: 11.14 / 6.64 eV
**Relative energy (zero: lowest compared OMol25 entry of this formula, charge and spin)**: 138.62 kcal/mol

---

6.
A structure of composition C23H24N2OPd in a non-equilibrium geometry. Source: the OMol25 dataset; level of theory: wB97M-V/def2-TZVPD.

Each line ends with the natural charge from an NBO analysis.
Cartesian coordinates (Å):
Pd1 0.83 -0.30 -0.15  0.732
O1 0.68 0.16 2.49  -0.721
C1 -0.17 -0.75 3.12  -0.096
C2 -0.60 -1.93 2.27  0.211
C3 -1.31 -2.97 2.88  -0.247
C4 -1.76 -4.02 2.12  -0.149
C5 -1.49 -4.03 0.76  -0.265
C6 -0.77 -2.98 0.23  0.075
N1 -0.34 -1.95 0.97  -0.453
H1 0.14 0.79 1.97  0.513
H2 -1.08 -0.25 3.48  0.191
H3 0.36 -1.14 3.99  0.194
H4 -1.50 -2.92 3.95  0.221
H5 -2.31 -4.84 2.58  0.221
H6 -1.82 -4.84 0.12  0.226
H7 -0.52 -2.94 -0.82  0.206
C7 1.98 1.77 -1.88  -0.425
N2 1.37 0.43 -2.04  -0.386
C8 0.18 0.56 -2.90  -0.420
C9 2.34 -0.51 -2.65  -0.238
C10 3.17 -1.14 -1.57  -0.120
C11 4.48 -1.57 -1.75  -0.208
C12 5.15 -2.17 -0.69  -0.231
C13 4.52 -2.33 0.53  -0.213
C14 3.21 -1.89 0.70  -0.270
C15 2.51 -1.29 -0.34  -0.135
H8 2.26 2.17 -2.86  0.178
H9 2.87 1.67 -1.26  0.222
H10 1.27 2.43 -1.39  0.232
H11 0.46 0.97 -3.87  0.180
H12 -0.54 1.21 -2.41  0.243
H13 -0.27 -0.42 -3.04  0.208
H14 2.93 0.01 -3.42  0.194
H15 1.76 -1.28 -3.15  0.208
H16 4.98 -1.43 -2.70  0.204
H17 6.17 -2.51 -0.82  0.209
H18 5.05 -2.79 1.35  0.207
H19 2.73 -2.00 1.67  0.209
C16 -0.81 1.03 0.08  -0.505
C17 -1.73 1.83 0.17  -0.097
C18 -2.81 2.77 0.27  -0.127
C19 -3.45 3.25 -0.87  -0.196
C20 -4.49 4.15 -0.77  -0.209
C21 -4.92 4.60 0.47  -0.224
C22 -4.29 4.13 1.62  -0.208
C23 -3.24 3.22 1.52  -0.195
H20 -3.12 2.90 -1.84  0.211
H21 -4.97 4.52 -1.67  0.210
H22 -5.73 5.31 0.55  0.211
H23 -4.61 4.47 2.59  0.211
H24 -2.75 2.86 2.41  0.212

Values from the calculation:
**Energy**: -1203.3756 Eh
**Charge**: 0
**HOMO energy**: -7.7 eV
**Gap between HOMO and LUMO**: 8.36 eV
**Relative energy (zero: lowest compared OMol25 entry of this formula, charge and spin)**: 1.39 kcal/mol